No. 1
Here is a structure of composition C30H57BO2OsP2 in a non-equilibrium geometry from OMol25. Energies are from ωB97M-V with the def2-TZVPD basis set.

Its energy above the lowest of the compared OMol25 structures with the same formula, charge and spin is 0.00 kJ/mol. Its multiplicity is 5. As for the total charge: +2. The strongest force on any atom comes out at 3.78 eV Å⁻¹.

Each line ends with the Mulliken spin population.
CARTESIAN COORDINATES (ANGSTROEM)
Os 0.261 0.227 -0.067  1.88
C 0.228 2.112 -1.897  0.28
C -0.842 2.744 -1.220  0.13
C 0.729 2.155 0.414  0.15
C 1.262 1.758 -0.936  0.24
C -0.546 2.808 0.156  0.53
C 0.399 2.026 -3.371  -0.02
H -0.538 1.754 -3.874  0.00
H 1.173 1.298 -3.636  0.01
H 0.709 2.995 -3.792  0.02
C 2.731 1.745 -1.242  0.06
H 2.920 1.367 -2.251  0.00
H 3.249 1.121 -0.510  0.00
H 3.139 2.764 -1.171  0.01
C 1.637 2.546 1.546  0.04
H 1.994 3.581 1.418  0.01
H 2.510 1.895 1.595  -0.02
H 1.113 2.476 2.505  0.01
C -1.282 3.640 1.133  0.00
H -1.174 4.702 0.862  0.03
H -0.911 3.521 2.153  0.00
H -2.356 3.410 1.128  0.02
C -2.013 3.380 -1.885  0.01
H -1.752 4.352 -2.326  0.02
H -2.831 3.538 -1.178  0.00
H -2.393 2.745 -2.694  0.00
C -3.242 -0.872 -1.130  0.06
C -3.185 0.172 -1.975  0.06
C -4.419 0.863 -2.461  0.00
C -5.068 1.886 -1.475  0.00
C -4.474 1.958 -0.090  0.01
C -4.559 0.921 0.751  0.00
C -5.287 -0.346 0.377  0.00
C -4.546 -1.350 -0.562  0.02
H -5.190 0.116 -2.733  0.00
H -6.140 1.622 -1.386  0.00
H -4.177 1.406 -3.393  0.00
H -5.240 -1.616 -1.385  0.00
H -2.368 -1.469 -0.883  -0.06
H -2.246 0.526 -2.392  -0.01
H -4.377 -2.279 0.007  0.00
H -5.536 -0.881 1.311  0.00
H -4.318 1.017 1.813  0.00
H -6.247 -0.080 -0.107  0.00
H -5.025 2.886 -1.940  0.00
H -4.199 2.960 0.256  0.00
P 0.459 -1.497 -1.796  0.07
C 2.127 -1.498 -2.543  0.04
H 2.328 -2.464 -3.029  0.00
H 2.884 -1.338 -1.768  0.00
H 2.214 -0.701 -3.292  -0.01
C 0.190 -3.173 -1.141  0.06
H 0.623 -3.917 -1.822  0.01
H -0.881 -3.375 -1.024  0.00
H 0.693 -3.262 -0.175  -0.01
C -0.603 -1.408 -3.265  0.02
H -1.656 -1.495 -2.976  0.00
H -0.353 -2.209 -3.974  0.00
H -0.459 -0.441 -3.761  0.00
P -0.684 -0.540 2.009  0.01
C -1.674 0.778 2.776  0.05
H -2.246 0.399 3.633  0.00
H -2.379 1.180 2.039  -0.02
H -1.016 1.582 3.123  0.00
C -1.844 -1.909 1.718  0.10
H -2.772 -1.525 1.282  -0.02
H -2.076 -2.445 2.643  0.01
H -1.386 -2.608 1.010  -0.03
C 0.428 -1.098 3.346  0.01
H -0.097 -1.144 4.313  0.00
H 1.272 -0.404 3.443  0.00
H 0.824 -2.095 3.122  0.00
C 4.653 -2.987 0.196  0.00
C 3.674 -2.342 1.160  -0.01
C 3.392 -3.378 2.230  0.00
O 2.437 -2.058 0.477  -0.01
B 2.007 -0.727 0.719  0.27
O 2.960 -0.115 1.591  -0.01
C 4.129 -0.939 1.736  0.01
C 4.546 -0.944 3.192  0.00
C 5.263 -0.300 0.955  0.00
H 4.243 -3.933 -0.179  0.00
H 5.578 -3.228 0.738  0.00
H 4.909 -2.355 -0.661  0.00
H 2.965 -4.279 1.771  0.00
H 4.336 -3.674 2.705  0.00
H 2.702 -3.020 3.004  0.00
H 5.437 -1.572 3.311  0.00
H 4.827 0.068 3.503  0.00
H 3.772 -1.313 3.872  0.00
H 5.068 -0.257 -0.124  0.00
H 5.429 0.721 1.321  0.00
H 6.188 -0.863 1.126  0.00

No. 2
Here is a structure of composition C30H57CuN14PSSe from OMol25. Energies are from ωB97M-V with the def2-TZVPD basis set.

Its energy above the lowest of the compared OMol25 structures with the same formula, charge and spin is 42.19 kJ/mol. Its multiplicity is 2. As for the total charge: +2. The strongest force on any atom comes out at 0.46 eV Å⁻¹.

Each line ends with the Mulliken spin population.
CARTESIAN COORDINATES (ANGSTROEM)
Cu 1.069 2.293 -0.987  0.53
N 0.143 3.072 0.690  0.10
C -0.700 4.284 0.603  0.00
C -0.026 5.403 -0.200  -0.01
C -0.531 5.563 -1.635  0.01
C -0.029 4.538 -2.637  -0.01
N -0.308 3.143 -2.206  0.12
H -0.364 2.275 1.085  -0.01
H 0.911 3.247 1.334  0.00
H -0.933 4.629 1.612  0.00
H -1.652 4.004 0.149  0.00
H 1.059 5.242 -0.198  0.00
H -0.184 6.347 0.320  0.00
H -0.245 6.547 -2.010  0.00
H -1.626 5.552 -1.631  0.00
H 1.051 4.639 -2.775  0.00
H -0.501 4.718 -3.605  0.00
H -0.371 2.495 -2.995  -0.01
H -1.233 3.090 -1.785  -0.01
N 4.122 1.672 3.255  0.00
N 3.630 1.406 2.001  0.00
N 3.825 0.249 1.413  0.00
C 3.119 0.398 0.304  0.00
N 2.543 1.600 0.249  0.05
N 2.879 2.237 1.363  0.00
H 4.961 1.120 3.391  0.00
H 4.285 2.668 3.345  0.00
H 3.004 -0.372 -0.436  0.00
S -0.579 -0.004 -3.479  0.00
C -1.812 -0.974 -2.797  0.00
N -1.523 -2.136 -2.220  0.00
C -2.522 -3.050 -1.675  0.00
C -3.713 -2.239 -1.199  0.00
C -4.212 -1.381 -2.347  0.00
N -3.092 -0.595 -2.863  0.00
H -0.544 -2.345 -2.124  0.00
H -2.065 -3.602 -0.856  0.00
H -2.821 -3.767 -2.443  0.00
H -3.393 -1.598 -0.375  0.00
H -4.506 -2.894 -0.842  0.00
H -4.986 -0.689 -2.016  0.00
H -4.632 -2.001 -3.143  0.00
H -3.276 0.206 -3.444  0.00
C 5.199 1.013 -4.025  0.00
N 4.789 2.408 -3.871  0.00
C 4.140 2.851 -5.105  0.00
N 3.016 2.006 -5.504  0.01
C 3.480 0.626 -5.629  0.00
N 4.101 0.124 -4.403  0.02
C 3.137 -0.076 -3.341  0.02
P 2.349 1.553 -2.884  0.15
C 3.903 2.569 -2.727  0.01
C 1.880 2.106 -4.607  0.02
H 5.644 0.662 -3.092  0.00
H 5.957 0.964 -4.808  0.00
H 4.879 2.827 -5.906  0.00
H 3.796 3.880 -4.983  0.00
H 4.224 0.588 -6.425  0.00
H 2.643 -0.017 -5.902  0.00
H 3.626 -0.529 -2.477  0.00
H 2.337 -0.742 -3.670  0.00
H 4.430 2.288 -1.812  0.00
H 3.623 3.623 -2.629  0.00
H 1.522 3.138 -4.569  0.00
H 1.069 1.479 -4.979  0.00
C 0.152 -6.207 2.264  0.00
C -0.519 -5.040 1.547  0.00
C 0.460 -3.957 1.098  0.00
C 1.016 -3.103 2.230  0.00
N -0.019 -2.360 2.947  0.00
C -0.608 -1.224 2.518  0.00
Se -0.248 -0.397 0.893  -0.01
N -1.469 -0.810 3.474  0.00
C -2.295 0.391 3.437  0.00
C -3.786 0.078 3.446  0.00
C -4.238 -0.641 2.180  0.00
C -5.731 -0.939 2.181  0.00
C -1.399 -1.677 4.563  0.00
C -2.020 -1.655 5.805  0.00
C -1.704 -2.677 6.681  0.00
C -0.795 -3.683 6.335  0.00
C -0.163 -3.692 5.105  0.00
C -0.480 -2.664 4.228  0.00
H -0.579 -6.960 2.556  0.00
H 0.672 -5.893 3.170  0.00
H 0.884 -6.688 1.615  0.00
H -1.290 -4.596 2.186  0.00
H -1.040 -5.427 0.668  0.00
H -0.013 -3.284 0.379  0.00
H 1.311 -4.421 0.590  0.00
H 1.736 -2.377 1.851  0.00
H 1.525 -3.721 2.968  0.00
H -2.040 0.900 2.507  0.00
H -2.005 1.032 4.272  0.00
H -4.323 1.025 3.549  0.00
H -4.053 -0.521 4.318  0.00
H -3.675 -1.574 2.076  0.00
H -3.980 -0.023 1.313  0.00
H -6.005 -1.561 3.035  0.00
H -6.034 -1.469 1.278  0.00
H -6.315 -0.020 2.240  0.00
H -2.707 -0.873 6.092  0.00
H -2.166 -2.695 7.658  0.00
H -0.576 -4.466 7.047  0.00
H 0.550 -4.464 4.854  0.00

No. 3
Here is a cluster of 10 separate species, C30H58BF4N2O16S6 in total in a non-equilibrium geometry from OMol25. Energies are from ωB97M-V with the def2-TZVPD basis set.

The value obtained for the total energy is -5304.9166 hartree. As for the total charge: -1. The strongest force on any atom comes out at 2.60 eV Å⁻¹.

Each line ends with the Löwdin charge.
CARTESIAN COORDINATES (ANGSTROEM)
N -3.820 -0.915 -0.682  0.29
H -2.945 -1.505 -0.675  0.08
H -4.092 -0.626 -1.618  0.10
H -3.709 -0.034 -0.163  0.07
H -4.535 -1.499 -0.254  0.14
N -0.055 -0.156 0.234  0.26
H -0.614 0.221 1.006  0.08
H -0.505 -1.075 0.057  0.06
H 0.915 -0.232 0.547  0.05
H -0.147 0.424 -0.616  0.05
C -0.249 -4.893 2.262  0.00
C -0.302 -3.646 1.540  -0.35
C -1.550 -3.475 0.572  -0.32
O -1.776 -2.327 0.060  -0.15
C -2.365 -4.565 0.298  -0.04
C -2.100 -5.828 0.867  -0.38
C -1.017 -6.009 1.922  -0.42
O -0.784 -7.114 2.464  -0.04
O -2.714 -6.822 0.439  0.00
O 0.509 -2.730 1.694  -0.02
H 0.583 -5.010 2.942  0.10
H -3.140 -4.538 -0.459  0.09
B -3.587 1.795 0.800  -1.29
F -2.406 1.195 0.321  0.11
F -3.273 2.998 1.416  0.13
F -4.440 1.986 -0.307  0.10
F -4.339 1.028 1.725  0.11
C -4.963 -0.724 4.167  -0.21
C -4.616 0.582 4.910  -0.22
C -3.189 0.998 4.643  -0.23
S -2.242 -0.429 4.089  0.70
O -1.594 -1.030 5.248  -0.32
O -1.327 -0.113 3.009  -0.32
C -3.729 -1.417 3.588  -0.18
H -5.590 -0.459 3.314  0.10
H -5.547 -1.364 4.823  0.11
H -4.700 0.392 5.988  0.10
H -5.365 1.367 4.807  0.11
H -2.610 1.514 5.405  0.10
H -3.271 1.678 3.790  0.09
H -3.536 -2.410 3.989  0.10
H -3.545 -1.420 2.514  0.08
C 5.129 -1.604 -0.580  -0.24
C 4.189 -2.778 -0.940  -0.17
C 2.988 -2.778 0.056  -0.19
S 3.360 -1.568 1.342  0.71
O 3.308 -2.198 2.642  -0.29
O 2.554 -0.365 1.104  -0.35
C 5.059 -1.286 0.882  -0.24
H 4.835 -0.689 -1.113  0.09
H 6.150 -1.720 -0.953  0.11
H 4.778 -3.691 -0.843  0.11
H 3.985 -2.674 -2.004  0.10
H 2.796 -3.722 0.557  0.11
H 2.064 -2.435 -0.407  0.06
H 5.610 -2.076 1.404  0.11
H 5.404 -0.342 1.297  0.11
C 3.171 3.546 4.775  -0.23
C 2.935 3.017 3.341  -0.23
C 1.609 2.302 3.255  -0.20
S 1.316 1.614 4.939  0.70
O 1.572 0.192 4.884  -0.30
O 0.032 2.143 5.373  -0.34
C 2.687 2.502 5.775  -0.22
H 2.614 4.478 4.914  0.11
H 4.220 3.801 4.923  0.11
H 3.758 2.315 3.184  0.12
H 3.029 3.818 2.610  0.11
H 1.492 1.559 2.472  0.08
H 0.763 2.984 3.141  0.10
H 3.480 1.750 5.846  0.10
H 2.416 2.666 6.815  0.10
C 2.507 2.079 -3.464  -0.22
C 2.799 3.579 -3.474  -0.21
C 2.880 4.049 -2.017  -0.22
S 2.831 2.618 -0.894  0.70
O 1.451 2.357 -0.507  -0.31
O 3.933 2.709 0.036  -0.32
C 3.196 1.446 -2.240  -0.20
H 2.734 1.611 -4.425  0.12
H 1.455 1.788 -3.371  0.07
H 2.161 4.159 -4.146  0.10
H 3.746 3.758 -3.992  0.11
H 2.239 4.871 -1.697  0.10
H 3.852 4.540 -1.921  0.10
H 2.802 0.479 -1.935  0.10
H 4.279 1.465 -2.362  0.10
C -1.076 -2.215 -5.216  -0.21
C -2.038 -2.617 -4.104  -0.21
C -1.223 -3.545 -3.221  -0.18
S 0.436 -2.777 -3.032  0.71
O 1.509 -3.747 -3.150  -0.32
O 0.342 -1.854 -1.926  -0.32
C 0.249 -1.810 -4.549  -0.22
H -1.418 -1.360 -5.799  0.11
H -0.907 -3.099 -5.831  0.12
H -2.906 -3.074 -4.583  0.12
H -2.452 -1.765 -3.558  0.10
H -0.988 -4.450 -3.788  0.11
H -1.574 -3.854 -2.236  0.09
H 1.168 -1.939 -5.124  0.10
H 0.259 -0.759 -4.259  0.07
C -0.963 4.128 -3.088  -0.21
C -1.077 3.745 -4.546  -0.21
C -1.211 2.206 -4.636  -0.18
S -1.745 1.655 -2.966  0.69
O -0.614 1.088 -2.269  -0.33
O -2.997 0.962 -2.977  -0.31
C -1.998 3.313 -2.316  -0.18
H -1.176 5.191 -2.968  0.12
H 0.059 3.916 -2.769  0.09
H -0.280 4.143 -5.174  0.11
H -1.984 4.130 -5.022  0.11
H -0.288 1.641 -4.750  0.08
H -2.026 1.806 -5.236  0.10
H -1.961 3.280 -1.229  0.11
H -3.005 3.580 -2.641  0.12

No. 4
Here is a structure of composition C30H58N3PS4SbSe4Tc from OMol25. Energies are from ωB97M-V with the def2-TZVPD basis set.

Its energy above the lowest of the compared OMol25 structures with the same formula, charge and spin is 12.92 kJ/mol. As for the total charge: +2. The strongest force on any atom comes out at 0.55 eV Å⁻¹.

Each line ends with the Löwdin charge.
CARTESIAN COORDINATES (ANGSTROEM)
Tc -0.627 0.252 -1.065  -0.11
Se -0.755 0.491 -3.587  0.01
Sb 1.399 0.234 -4.666  0.61
Se -0.834 -1.886 -1.005  0.41
Se 1.570 1.169 -0.955  0.14
Se 2.877 0.382 -2.734  0.00
C -0.804 1.919 6.613  -0.19
C -1.776 0.905 5.991  -0.17
C -1.500 0.687 4.495  -0.20
C 0.014 0.767 4.246  -0.41
C 0.486 2.223 4.470  -0.19
C -0.345 2.920 5.560  -0.18
P 0.553 0.080 2.651  0.77
C 2.324 0.387 2.342  -0.42
C 3.234 -0.224 3.441  -0.18
C 4.637 0.403 3.417  -0.18
C 5.047 0.779 2.000  -0.18
C 4.119 1.874 1.444  -0.19
C 2.737 1.849 2.113  -0.24
C 0.318 -1.727 2.610  -0.40
C -1.125 -2.202 2.370  -0.26
C -1.122 -3.728 2.377  -0.18
C -0.866 -4.252 3.801  -0.17
C -0.100 -3.227 4.643  -0.18
C 0.950 -2.490 3.817  -0.17
H 0.071 1.406 7.024  0.12
H -1.277 2.428 7.451  0.12
H -2.804 1.250 6.108  0.12
H -1.706 -0.050 6.518  0.11
H -1.988 1.457 3.895  0.10
H -1.925 -0.263 4.181  0.09
H 0.512 0.110 4.971  0.12
H 0.412 2.788 3.538  0.10
H 1.536 2.217 4.765  0.11
H -1.217 3.405 5.115  0.12
H 0.253 3.714 6.009  0.12
H 2.490 -0.175 1.414  0.05
H 3.321 -1.296 3.271  0.07
H 2.802 -0.083 4.435  0.11
H 5.344 -0.307 3.849  0.12
H 4.668 1.291 4.053  0.12
H 5.010 -0.112 1.364  0.10
H 6.080 1.126 1.985  0.12
H 4.006 1.742 0.366  0.06
H 4.563 2.859 1.590  0.12
H 2.009 2.399 1.515  0.06
H 2.790 2.361 3.072  0.10
H 0.889 -1.987 1.709  0.03
H -1.506 -1.805 1.430  -0.01
H -1.809 -1.844 3.137  0.10
H -0.338 -4.076 1.694  0.10
H -2.066 -4.116 1.993  0.12
H -0.310 -5.190 3.758  0.11
H -1.816 -4.479 4.288  0.12
H 0.385 -3.718 5.487  0.12
H -0.792 -2.500 5.078  0.11
H 1.674 -3.210 3.422  0.11
H 1.516 -1.829 4.469  0.08
S -0.722 0.941 1.265  0.28
S 2.578 -2.635 -0.180  0.55
C 3.289 -3.798 0.775  -1.15
N 2.902 -5.070 0.884  -0.06
C 3.819 -5.993 1.549  -0.20
C 4.617 -5.138 2.529  -0.40
S 4.693 -3.491 1.760  0.95
H 2.203 -5.406 0.239  0.14
H 4.474 -6.463 0.812  0.13
H 3.258 -6.769 2.066  0.13
H 5.624 -5.518 2.674  0.09
H 4.122 -5.058 3.496  0.08
C -6.651 2.070 -0.892  -0.10
C -7.137 3.052 -1.960  -0.24
C -6.047 3.843 -2.684  -0.19
C -5.157 3.041 -3.627  -0.14
N -4.232 2.146 -2.900  0.06
C -3.039 2.394 -2.386  -0.76
S -2.622 1.462 -0.940  0.56
N -2.183 3.311 -2.795  0.01
C -2.154 4.085 -4.043  -0.16
C -2.696 5.508 -3.909  -0.19
C -1.691 6.504 -3.332  -0.24
C -1.177 6.162 -1.936  -0.10
H -7.457 1.826 -0.202  0.08
H -5.831 2.488 -0.303  0.07
H -6.321 1.115 -1.312  0.06
H -7.804 3.776 -1.490  0.11
H -7.745 2.524 -2.700  0.11
H -5.413 4.362 -1.955  0.11
H -6.522 4.620 -3.288  0.12
H -4.589 3.707 -4.261  0.09
H -5.753 2.404 -4.281  0.14
H -4.685 1.355 -2.464  0.10
H -1.395 3.434 -2.176  0.10
H -2.671 3.506 -4.804  0.12
H -1.104 4.117 -4.344  0.13
H -3.599 5.494 -3.292  0.10
H -2.999 5.846 -4.903  0.12
H -2.165 7.486 -3.310  0.11
H -0.846 6.592 -4.020  0.11
H -1.994 5.913 -1.255  0.08
H -0.637 7.006 -1.509  0.08
H -0.471 5.325 -1.951  0.06